{"formula": "C3H10S3", "method": "ωB97M-V with the def2-TZVPD basis set", "elements": ["H", "H", "S", "H", "H", "H", "H", "H", "H", "S", "H", "C", "C", "S", "H", "C"], "positions_angstrom": [[3.24642, -1.86118, -0.99382], [-3.90224, 2.41376, 0.24276], [-3.05250, 2.73808, -2.26694], [3.49195, -0.23782, -0.13384], [-3.39480, 2.38598, -3.48267], [-3.27038, 0.89271, 0.99341], [3.03427, -2.18110, 1.79208], [1.75341, -2.53908, 0.56209], [4.43478, -1.58823, 0.30940], [1.58006, -0.49911, 1.99141], [-4.83133, 0.88240, 0.12337], [3.45771, -1.32846, -0.08015], [2.41846, -1.79652, 0.99044], [-2.98116, 0.86722, -1.38601], [1.85891, 0.51720, 1.16158], [-3.84354, 1.33415, 0.17689]], "mulliken_charge": [0.251, 0.295, -0.203, 0.301, 0.147, 0.260, 0.255, 0.350, 0.243, -0.230, 0.256, -0.855, -0.409, -0.035, 0.095, -0.720], "de_lowest_kj_mol": 76.31, "e_lumo_ev": 0.6}